(1)
This record from the Open Molecules 2025 dataset describes a structure of composition C20H18Cl36FN2OS3 in a non-equilibrium geometry. The level of theory is the ωB97M-V functional and the def2-TZVPD basis.

The geometry in XYZ format:
```
81
Properties=species:S:1:pos:R:3:mulliken_charge:R:1
O -2.110 3.831 3.202 -0.55
C -2.335 4.052 1.753 0.48
C -2.306 5.665 1.444 -0.90
C -0.796 6.125 0.900 -0.28
C -0.533 5.466 -0.578 -0.62
S 1.210 4.850 -0.877 0.51
F 2.162 6.289 -1.127 -0.25
C 1.968 4.036 0.631 -0.47
C 1.343 2.570 1.018 -0.31
C 2.369 1.309 0.665 -0.35
S 1.323 -0.039 -0.109 -0.20
C 1.530 -1.686 0.789 0.01
S 2.363 -1.864 2.294 -0.07
N 0.904 -2.908 0.086 0.12
C -0.620 -2.990 0.230 0.53
C -0.906 -4.342 -0.666 -0.24
N 0.460 -4.846 -1.179 -0.57
C 1.607 -3.965 -0.737 -0.09
H -1.189 4.205 3.413 0.32
H -1.423 3.509 1.207 -0.28
H -3.305 3.513 1.343 0.24
H -3.162 5.967 0.673 0.29
H -2.548 6.228 2.461 0.33
H 0.043 5.883 1.679 0.16
H -0.850 7.311 0.832 0.37
H -0.730 6.333 -1.371 0.44
H -1.370 4.649 -0.804 0.42
H 3.116 3.846 0.368 0.32
H 1.893 4.733 1.568 0.36
H 0.325 2.332 0.469 0.18
H 1.124 2.491 2.171 0.24
H 3.100 1.716 -0.175 0.25
H 3.027 0.973 1.573 0.33
H -1.371 -2.292 0.797 -0.29
H -1.969 -4.822 -0.891 0.37
H 2.760 -3.999 -0.941 0.33
C 6.516 0.472 0.727 0.36
Cl 6.004 -0.569 -0.625 -0.09
Cl 8.284 0.684 0.677 -0.02
Cl 5.723 2.061 0.587 -0.20
Cl 6.053 -0.289 2.271 -0.08
C -4.302 0.306 1.522 0.19
Cl -3.459 -1.158 0.955 0.12
Cl -5.078 1.118 0.139 -0.15
Cl -5.543 -0.148 2.717 -0.02
Cl -3.127 1.413 2.277 -0.06
C -5.143 -3.203 -2.442 0.13
Cl -6.129 -4.649 -2.108 -0.03
Cl -3.555 -3.372 -1.653 -0.10
Cl -4.916 -3.033 -4.201 -0.04
Cl -5.971 -1.759 -1.807 -0.08
C 10.592 0.258 -2.845 0.30
Cl 10.504 2.036 -2.915 -0.05
Cl 8.944 -0.419 -2.854 -0.06
Cl 11.491 -0.349 -4.258 -0.09
Cl 11.428 -0.237 -1.351 -0.10
C -1.306 -2.418 4.131 0.21
Cl -0.888 -3.720 5.274 -0.10
Cl -0.144 -1.078 4.308 -0.09
Cl -1.240 -3.046 2.465 -0.01
Cl -2.950 -1.827 4.480 -0.03
C 10.195 4.511 0.496 0.26
Cl 9.871 6.185 1.011 -0.10
Cl 11.312 3.739 1.650 -0.09
Cl 8.666 3.598 0.448 0.01
Cl 10.931 4.521 -1.127 -0.08
C -9.154 -2.020 4.519 0.32
Cl -9.011 -2.015 6.295 -0.10
Cl -7.631 -1.440 3.799 -0.06
Cl -9.485 -3.677 3.954 -0.09
Cl -10.490 -0.948 4.028 -0.10
C -3.244 -4.259 -8.048 0.34
Cl -3.566 -6.009 -8.146 -0.08
Cl -4.534 -3.469 -7.107 -0.08
Cl -1.674 -3.988 -7.249 -0.10
Cl -3.200 -3.571 -9.691 -0.09
C -5.175 -8.471 -2.483 0.30
Cl -4.757 -9.774 -1.341 -0.09
Cl -4.013 -7.132 -2.307 -0.03
Cl -5.109 -9.099 -4.149 -0.08
Cl -6.820 -7.881 -2.135 -0.11
```

Electronic energy: -18818.1038 a.u.
E_LUMO: -5.69 eV
Largest force on an atom: 8.26 eV/A
Total charge: +1



(2)
This record from the Open Molecules 2025 dataset describes a cluster of 2 separate species, C6H13BO2 in total in a non-equilibrium geometry. The level of theory is the ωB97M-V functional and the def2-TZVPD basis.

The geometry in XYZ format:
```
22
Properties=species:S:1:pos:R:3:mulliken_charge:R:1
B 1.559 0.106 0.043 0.36
C 3.331 -1.146 1.441 -1.04
C 2.811 0.067 1.179 0.58
C -3.078 -0.594 -0.933 -1.34
C -1.753 1.333 -0.009 -1.32
C -0.555 -0.778 -0.912 -1.02
C -1.766 -0.238 -0.197 0.75
O 3.218 1.292 1.690 -0.44
O 1.877 1.043 -0.811 -0.49
H 4.109 -1.436 2.140 0.27
H 2.791 -2.004 1.047 0.21
H -3.966 -0.342 -0.347 0.41
H -3.187 -1.791 -0.936 0.28
H -2.973 -0.145 -1.958 0.33
H -1.581 1.892 -1.014 0.23
H -2.660 1.815 0.319 0.42
H -1.048 1.736 0.687 0.34
H -0.155 -1.776 -0.874 0.39
H -0.445 -0.518 -2.065 0.24
H -1.944 -0.676 0.831 0.17
H 3.958 0.999 2.332 0.32
H 1.460 1.161 -1.652 0.36
```

Electronic energy: -411.6112 a.u.
E_LUMO: 0.54 eV
Largest force on an atom: 3.66 eV/A
ΔE to the lowest compared entry with this formula, charge and spin: 4.675 eV
Total charge: 0



(3)
This record from the Open Molecules 2025 dataset describes a cluster of 2 separate species, C2H2N2OS in total in a non-equilibrium geometry. The level of theory is the ωB97M-V functional and the def2-TZVPD basis.

The geometry in XYZ format:
```
8
Properties=species:S:1:pos:R:3:mulliken_spin:R:1
C 1.604 0.741 1.333 0.77
C -0.984 -0.936 -0.306 -0.01
N 1.007 0.823 0.309 0.18
N -1.370 -0.448 -1.318 0.07
O -0.565 -1.468 0.650 0.03
S 0.498 1.271 -1.092 0.89
H 2.075 0.202 2.083 0.07
H -2.265 -0.185 -1.659 0.00
```

2S+1: 3
Electronic energy: -660.1594 a.u.
E_LUMO (alpha / beta): 0.63 / -1.66 eV
Largest force on an atom: 3.69 eV/A
ΔE to the lowest compared entry with this formula, charge and spin: 2.026 eV
Total charge: 0



(4)
This record from the Open Molecules 2025 dataset describes a structure of composition C10H18BeClCsFNO8PS in a non-equilibrium geometry. The level of theory is the ωB97M-V functional and the def2-TZVPD basis.

The geometry in XYZ format:
```
43
Properties=species:S:1:pos:R:3:mulliken_charge:R:1
C 2.680 -2.961 -0.531 -0.99
P 2.140 -1.275 -0.901 0.66
C 3.573 -0.179 -1.083 -1.03
O 1.122 -0.851 0.378 -0.08
S -0.341 -1.509 0.035 0.56
O -0.723 -2.322 1.140 -0.62
O -1.263 -0.165 0.115 -0.43
C -2.569 -0.391 -0.381 0.15
C -2.606 -1.151 -1.735 -1.30
C -2.925 -2.710 -1.602 0.38
O -2.755 -3.382 -2.564 -0.46
O -3.349 -3.315 -0.426 -0.28
H 3.150 -3.345 -1.431 0.39
H 1.845 -3.615 -0.319 0.34
H 3.397 -2.991 0.288 0.35
H 3.900 0.183 -0.119 0.19
H 4.411 -0.711 -1.525 0.38
H 3.334 0.631 -1.741 0.45
H -2.984 0.593 -0.569 0.24
H -3.233 -0.839 0.353 0.30
H -3.467 -0.687 -2.332 0.44
H -1.720 -0.963 -2.324 0.29
H -2.608 -3.909 -0.228 0.36
C -2.109 2.726 1.103 0.05
C -1.488 3.838 1.918 -0.36
O -1.616 4.963 1.046 -0.33
C -2.635 4.723 0.189 0.59
O -3.102 5.519 -0.546 -0.50
O -3.060 3.428 0.289 -0.34
H -2.606 1.977 1.717 0.32
H -1.386 2.232 0.453 0.08
H -2.036 4.040 2.840 0.25
H -0.445 3.654 2.160 0.31
C 6.069 2.210 2.129 -0.80
C 6.138 1.248 1.039 0.45
N 6.192 0.495 0.181 -0.41
H 6.740 3.041 1.927 0.28
H 5.053 2.586 2.226 0.28
H 6.364 1.731 3.060 0.28
Cs -5.276 -1.794 -2.577 1.04
Cl 0.882 0.744 -1.762 -0.41
Be -5.635 -4.975 0.591 0.52
F -5.057 -6.520 -0.481 -0.57
```

Electronic energy: -2382.5196 a.u.
E_LUMO: -7.12 eV
Largest force on an atom: 4.26 eV/A
Total charge: +1



(5)
This record from the Open Molecules 2025 dataset describes the ion CH4ClN2OS with charge +1 in a non-equilibrium geometry. The level of theory is the ωB97M-V functional and the def2-TZVPD basis.

The geometry in XYZ format:
```
10
Properties=species:S:1:pos:R:3:mulliken_charge:R:1
C 0.210 0.004 -0.237 0.57
N -1.512 -0.359 -0.054 -0.52
N 0.274 1.010 -0.996 -0.23
O 1.326 -2.236 0.836 -0.32
S 1.672 -0.913 0.457 0.53
Cl 1.088 0.602 1.991 -0.12
H -1.977 0.316 0.409 0.27
H -1.529 -1.290 0.116 0.25
H -0.661 1.344 -1.256 0.29
H 1.108 1.522 -1.268 0.28
```

Electronic energy: -1083.2439 a.u.
E_LUMO: -6.07 eV
Largest force on an atom: 9.01 eV/A
ΔE to the lowest compared entry with this formula, charge and spin: 2.696 eV
Total charge: +1



(6)
This record from the Open Molecules 2025 dataset describes the molecule C4H7NO3 in a non-equilibrium geometry. The level of theory is the ωB97M-V functional and the def2-TZVPD basis.

The geometry in XYZ format:
```
15
Properties=species:S:1:pos:R:3:mulliken_charge:R:1
O 2.222 0.263 0.842 -0.50
C 1.413 0.116 -0.102 0.27
O 1.084 -1.217 -0.740 -0.57
C 0.200 0.985 -0.685 -0.11
N -0.664 1.792 0.211 -0.47
C -1.374 0.723 -0.238 -0.09
C -1.320 -0.479 0.708 -0.62
O -1.367 -1.699 0.083 -0.51
H 1.429 -2.111 -0.181 0.36
H 0.480 1.524 -1.628 0.41
H -0.929 2.637 -0.167 0.25
H -2.238 0.801 -0.860 0.42
H -2.253 -0.500 1.148 0.43
H -0.180 -0.334 1.282 0.26
H -0.687 -1.408 -0.659 0.45
```

Electronic energy: -436.9339 a.u.
E_LUMO: 0.28 eV
Largest force on an atom: 5.75 eV/A
ΔE to the lowest compared entry with this formula, charge and spin: 5.701 eV
Total charge: 0



(7)
This record from the Open Molecules 2025 dataset describes a cluster of 5 separate species, C4H20N3O4 in total in a non-equilibrium geometry. The level of theory is the ωB97M-V functional and the def2-TZVPD basis.

The geometry in XYZ format:
```
31
Properties=species:S:1:pos:R:3:mulliken_charge:R:1
C -1.624 -0.561 -0.902 -0.76
C -1.671 0.682 -1.856 -0.65
C -1.254 1.893 -1.053 -0.75
N 0.945 1.680 1.817 -0.68
C -0.057 1.568 1.062 -0.21
N 0.016 1.780 -0.309 -0.24
N -0.252 -1.078 -0.636 -0.18
H -2.185 -1.366 -1.379 0.51
H -2.172 -0.369 0.029 0.36
H -1.047 0.389 -2.713 0.31
H -2.708 0.625 -2.204 0.38
H -1.072 2.721 -1.747 0.41
H -2.087 2.136 -0.390 0.34
H 1.861 1.798 1.381 0.23
H -1.028 1.287 1.479 0.64
H 0.780 2.154 -0.842 0.17
H 0.490 -1.191 -1.330 0.46
H 0.169 -0.241 -0.191 0.40
H -0.342 -1.877 0.012 0.39
H -0.302 0.143 2.531 0.27
H -0.861 -0.698 3.732 0.29
O -0.789 -0.647 2.784 -0.61
H 3.880 1.427 0.835 0.31
H 3.707 1.665 -0.663 0.31
O 3.673 0.990 0.021 -0.66
H -2.090 -3.510 0.608 0.28
H -0.764 -4.126 1.026 0.26
O -1.135 -3.414 0.547 -0.60
H 3.009 -0.556 -0.473 0.35
H 2.599 -2.107 -0.537 0.30
O 2.311 -1.200 -0.640 -0.64
```

Electronic energy: -629.3865 a.u.
E_LUMO: -2.55 eV
Largest force on an atom: 2.93 eV/A
ΔE to the lowest compared entry with this formula, charge and spin: 1.835 eV
Total charge: +1



(8)
This record from the Open Molecules 2025 dataset describes the ion C4H10NOS with charge +1 in a non-equilibrium geometry. The level of theory is the ωB97M-V functional and the def2-TZVPD basis.

The geometry in XYZ format:
```
17
Properties=species:S:1:pos:R:3:mulliken_charge:R:1
C -0.099 -0.047 1.751 -1.36
C 0.125 0.466 0.340 0.88
C -1.062 1.371 -0.186 -0.71
O -2.004 0.448 -0.687 -0.52
S 1.796 1.037 0.055 -0.02
C 0.824 -0.182 -0.831 -0.91
N 1.261 -1.623 -0.921 -0.24
H -0.937 -0.721 1.759 0.35
H -0.391 0.724 2.474 0.37
H 0.910 -0.450 1.970 0.39
H -0.615 2.183 -0.901 0.35
H -1.499 1.885 0.648 0.39
H -2.832 0.772 -1.004 0.33
H 0.311 0.188 -1.626 0.53
H 1.856 -1.904 -1.743 0.38
H 0.505 -2.247 -1.047 0.36
H 1.852 -1.900 -0.051 0.43
```

Electronic energy: -686.2764 a.u.
E_LUMO: -3.82 eV
Largest force on an atom: 3.19 eV/A
ΔE to the lowest compared entry with this formula, charge and spin: 2.573 eV
Total charge: +1